# 1
Density functional theory data (ωB97M-V/def2-TZVPD) for an isolated molecule of C2H5N3S at a distorted geometry.

```
! RIJCOSX wB97M-V def2-TZVPD def2/J DEFGRID3
* xyz 0 1
C -0.11 -0.32 -0.07
C -1.56 -0.44 -0.23
N 0.71 -1.28 -0.02
N 1.99 -0.87 -0.25
N 0.44 1.02 -0.20
S 2.14 0.68 -0.03
H 2.15 0.72 1.47
H -1.87 -1.43 0.14
H -1.86 -0.30 -1.29
H -2.00 0.39 0.37
H -0.05 1.83 0.12
*
```

## Properties
Energy above the lowest of the compared OMol25 structures with the same formula, charge and spin (eV): 4.0611
E_tot (eV): -17457.051
HOMO level (eV): -7.8
Kohn-Sham gap (eV): 8.176
E_LUMO (eV): 0.4

Atomic partial charges in e from the Löwdin method, atoms 1 to 4: atom 1 (C): -0.54, atom 2 (C): -0.05, atom 3 (N): -0.04, atom 4 (N): -0.45

# 2
Density functional theory data (ωB97M-V/def2-TZVPD) for a structure of composition C34H26GeN2O14RuS2.

```
! RIJCOSX wB97M-V def2-TZVPD def2/J DEFGRID3
* xyz 0 5
Ru 1.04 -1.53 0.08
O 5.65 -2.37 -0.11
S 4.49 -1.55 -0.03
O 4.12 -1.22 -1.57
O 3.30 -2.11 0.54
C 4.95 0.02 0.66
C 6.26 0.35 0.32
C 6.82 1.56 0.70
C 6.06 2.46 1.41
C 4.76 2.14 1.77
C 4.18 0.94 1.41
S 2.49 0.82 2.04
O 2.34 1.80 3.06
O 1.63 1.36 0.83
O 2.12 -0.54 2.31
H 6.84 -0.37 -0.24
H 7.84 1.78 0.42
H 6.48 3.41 1.71
H 4.18 2.84 2.36
O 0.02 -4.91 2.34
C -0.28 -3.83 1.90
O 0.45 -3.19 0.99
C -1.52 -3.07 2.35
C -1.24 -1.61 2.73
Ge -2.09 -0.33 1.54
C -1.36 -0.32 -0.31
C -1.19 1.01 -0.94
C -1.27 1.18 -2.25
C -1.42 0.04 -3.21
C -1.10 -1.34 -2.58
C -1.24 -1.42 -1.08
C -3.98 -0.80 1.32
C -4.59 -0.93 0.08
C -5.93 -1.25 -0.03
C -6.69 -1.46 1.12
C -6.09 -1.34 2.37
C -4.75 -1.01 2.47
C -1.97 1.47 2.26
C -2.91 2.44 1.89
C -2.82 3.73 2.39
C -1.80 4.07 3.26
C -0.87 3.12 3.64
C -0.96 1.83 3.14
H -1.96 -3.62 3.18
H -2.24 -3.14 1.52
H -0.16 -1.43 2.78
H -1.61 -1.39 3.73
H -1.08 1.86 -0.28
H -1.24 2.18 -2.68
H -2.37 0.11 -3.74
H -1.73 -2.12 -3.01
H -1.45 -2.41 -0.69
H -4.01 -0.77 -0.83
H -6.40 -1.34 -1.00
H -7.74 -1.71 1.04
H -6.68 -1.50 3.26
H -4.30 -0.91 3.45
H -3.72 2.18 1.21
H -3.55 4.48 2.09
H -1.73 5.08 3.65
H -0.06 3.38 4.32
H -0.22 1.10 3.45
O 4.28 0.99 -2.03
C 3.65 -0.01 -2.09
O 1.81 0.42 -0.26
C 2.32 -0.15 -2.75
C 1.92 1.01 -3.56
C 0.78 0.96 -4.23
C -0.20 -0.15 -4.17
C 0.26 -1.37 -3.33
C 1.56 -1.24 -2.63
N 0.36 -2.67 -4.13
O 0.20 -2.63 -5.33
O 0.55 -3.67 -3.47
N 0.38 2.12 -5.04
O 1.15 3.05 -5.15
O -0.75 2.10 -5.48
H 2.58 1.87 -3.60
H -0.50 -0.45 -5.17
H 1.94 -2.12 -2.11
*
```

## Properties
Energy above the lowest of the compared OMol25 structures with the same formula, charge and spin (eV): 2.9360
E_tot (eV): -148081.196
HOMO level (spin up / spin down) (eV): -8.3 / -9.3
Kohn-Sham gap (spin up / spin down) (eV): 6.552 / 7.184
E_LUMO (spin up / spin down) (eV): -1.8 / -2.1

Atomic partial charges in e from the Löwdin method, atoms 1 to 4: atom 1 (Ru): 1.37, atom 2 (O): -0.21, atom 3 (S): 0.71, atom 4 (O): -0.11

# 3
Density functional theory data (ωB97M-V/def2-TZVPD) for a cluster of 3 separate species, C2H9NO4 in total at a distorted geometry.

```
! RIJCOSX wB97M-V def2-TZVPD def2/J DEFGRID3
* xyz 1 2
O 0.73 -1.09 0.08
C 0.33 -0.01 -0.28
O -0.38 0.91 0.52
C 0.43 0.58 -1.68
N 1.45 1.56 -1.94
H 0.12 0.91 1.35
H 0.68 -0.25 -2.40
H -0.57 1.05 -1.82
H 1.64 2.31 -1.30
H 2.29 1.40 -2.47
H -0.35 -2.86 -0.85
H -1.40 -1.88 -0.32
O -1.33 -2.60 -1.02
H -1.58 1.17 4.12
H -1.00 -0.11 3.85
O -0.84 0.76 3.56
*
```

## Properties
Energy above the lowest of the compared OMol25 structures with the same formula, charge and spin (eV): 1.3663
E_tot (eV): -11890.074
HOMO level (spin up / spin down) (eV): -14.5 / -14.4
Kohn-Sham gap (spin up / spin down) (eV): 10.020 / 5.083
E_LUMO (spin up / spin down) (eV): -4.4 / -9.4

Atomic partial charges in e from the Löwdin method, atoms 1 to 4: atom 1 (O): 0.18, atom 2 (C): -0.41, atom 3 (O): 0.11, atom 4 (C): -0.05

# 4
Density functional theory data (ωB97M-V/def2-TZVPD) for an isolated molecule of C24H20N2O3 at a distorted geometry.

```
! RIJCOSX wB97M-V def2-TZVPD def2/J DEFGRID3
* xyz 0 1
N -3.08 -4.66 -3.92
O 3.32 -0.84 -2.83
C -2.73 -3.95 -4.78
O -0.67 2.33 6.61
O -1.94 3.11 4.21
C 2.20 -0.68 -2.31
C 1.34 -2.14 -6.40
C 0.83 1.03 5.33
C 2.99 -0.19 0.15
C 1.29 0.56 4.11
C 2.54 0.19 1.42
C -0.43 1.76 2.94
C 1.66 -1.55 -5.18
C 0.06 -2.61 -6.63
C -0.63 -2.00 -4.40
C 0.23 0.15 0.59
C -0.27 1.87 5.38
C -0.91 2.19 4.19
C 2.05 -0.34 -0.90
C 0.65 0.88 2.90
C 1.14 0.38 1.63
C 0.67 -1.46 -4.14
C -0.94 -2.57 -5.63
C 0.70 -0.21 -0.66
N 0.92 -0.83 -2.91
C -1.91 1.81 7.04
C -1.43 4.43 3.89
C -2.35 -3.12 -5.89
C -0.09 -0.50 -1.89
H 2.09 -2.19 -7.19
H 1.31 0.78 6.26
H 4.04 -0.39 -0.08
H 2.17 -0.08 4.16
H 3.28 0.38 2.22
H -0.98 2.08 2.04
H 2.70 -1.19 -5.09
H -0.13 -3.03 -7.65
H -1.38 -1.97 -3.64
H -0.85 0.21 0.72
H -1.92 0.74 6.94
H -2.74 2.17 6.48
H -2.05 2.06 8.09
H -2.13 5.15 4.29
H -0.41 4.57 4.31
H -1.36 4.56 2.84
H -2.39 -3.69 -6.83
H -3.02 -2.27 -5.99
H -0.73 -1.34 -1.66
H -0.70 0.40 -2.16
*
```

## Properties
Energy above the lowest of the compared OMol25 structures with the same formula, charge and spin (eV): 1.3738
E_tot (eV): -34334.337
HOMO level (eV): -8.4
Kohn-Sham gap (eV): 8.350
E_LUMO (eV): -0.1
SMILES string: COc1ccc(-c2ccc3c(c2)CN(c2cccc(CC#N)c2)C3=O)cc1OC

Atomic partial charges in e from the Löwdin method, atoms 1 to 4: atom 1 (N): 0.15, atom 2 (O): 0.06, atom 3 (C): -0.24, atom 4 (O): -0.08

# 5
Density functional theory data (ωB97M-V/def2-TZVPD) for a structure of composition C22H66O11S6 at a distorted geometry.

```
! RIJCOSX wB97M-V def2-TZVPD def2/J DEFGRID3
* xyz 0 1
C -2.26 -3.86 0.18
C -2.07 -5.32 0.60
O -2.16 -5.35 2.05
H -3.19 -3.61 0.52
H -2.27 -3.73 -0.94
H -1.69 -3.29 0.86
H -1.00 -5.65 0.33
H -2.76 -6.12 0.20
H -3.04 -5.13 2.28
C 0.78 -0.58 3.40
C 0.63 -0.57 4.86
O 0.62 0.72 5.35
H 1.73 0.06 3.14
H -0.15 -0.07 3.08
H 0.77 -1.57 3.03
H 1.40 -1.13 5.28
H -0.39 -1.04 4.92
H -0.29 1.06 5.41
C -0.96 3.34 3.65
C -2.46 2.98 3.97
O -2.30 1.70 4.50
H -1.20 4.31 3.20
H -0.49 2.72 2.84
H -0.32 3.49 4.51
H -3.15 3.02 3.31
H -2.94 3.66 4.54
H -3.02 1.39 5.08
C 1.16 4.89 0.77
C 1.52 6.33 0.81
O 0.97 6.98 1.91
H 1.63 4.41 1.81
H 1.59 4.24 0.02
H 0.15 4.61 0.75
H 1.42 6.79 -0.15
H 2.53 6.33 0.63
H 1.23 7.84 1.72
C -3.45 0.68 -2.51
C -4.35 -0.15 -1.49
O -3.54 -0.26 -0.32
H -2.41 0.47 -2.55
H -3.28 1.68 -2.27
H -3.79 0.50 -3.43
H -4.65 -1.20 -1.54
H -5.21 0.41 -1.29
H -4.23 -0.56 0.24
C -0.15 1.45 0.46
S -0.09 0.34 -0.98
O 1.22 0.60 -1.64
C 0.19 -1.20 0.07
H -0.90 1.11 1.10
H -0.56 2.43 0.16
H 0.69 1.59 0.86
H -0.03 -2.28 -0.45
H -0.65 -1.25 0.75
H 1.25 -1.07 0.59
C 0.67 3.38 -3.10
S -0.43 2.54 -4.33
O -1.88 3.02 -4.13
C 0.03 3.43 -5.78
H 1.75 2.90 -3.20
H 0.27 2.85 -2.32
H 0.55 4.47 -3.15
H -0.03 4.36 -5.73
H -0.62 3.19 -6.56
H 1.07 3.04 -6.05
C -5.63 -1.56 4.06
S -4.72 -2.08 2.57
O -5.16 -1.24 1.32
C -3.03 -1.54 2.93
H -5.14 -1.93 4.84
H -6.62 -1.80 3.98
H -5.63 -0.48 4.41
H -3.15 -0.49 3.22
H -2.44 -1.50 1.87
H -2.42 -2.15 3.76
C 3.76 1.33 0.54
S 4.43 1.29 -1.20
O 5.93 1.69 -1.27
C 4.59 -0.49 -1.27
H 4.53 0.66 1.21
H 2.92 0.83 0.52
H 3.86 2.31 0.82
H 4.90 -1.08 -0.49
H 5.29 -0.60 -2.22
H 3.66 -0.86 -1.55
C 2.45 -2.18 -6.66
S 2.50 -0.44 -6.16
O 1.09 0.13 -6.49
C 2.50 -0.66 -4.44
H 1.54 -2.63 -6.01
H 3.16 -2.46 -6.15
H 2.76 -2.18 -7.68
H 2.69 0.32 -3.88
H 3.36 -1.15 -4.11
H 1.53 -1.30 -3.75
C 3.27 -4.35 -1.40
S 3.83 -4.61 0.25
O 3.62 -3.28 0.94
C 2.49 -5.65 0.62
H 2.29 -3.91 -1.26
H 3.21 -5.13 -1.92
H 3.90 -3.53 -1.67
H 1.63 -4.96 0.83
H 2.45 -6.58 1.38
H 2.35 -6.10 -0.34
*
```

## Properties
Energy above the lowest of the compared OMol25 structures with the same formula, charge and spin (eV): 1.6825
E_tot (eV): -111399.169
HOMO level (eV): -8.2
Kohn-Sham gap (eV): 8.181
E_LUMO (eV): -0.1

Atomic partial charges in e from the Löwdin method, atoms 1 to 4: atom 1 (C): -0.09, atom 2 (C): -0.27, atom 3 (O): -0.09, atom 4 (H): 0.01